Record 1
Density functional theory data (wB97M-V/def2-TZVPD) for one molecule with the formula C15H23N3.

Atoms and positions in Å:
C: 2.2058 -2.6368 -2.3947
H: 1.4301 -3.2729 -1.9741
H: 2.3247 -2.8928 -3.4451
H: 3.1413 -2.8520 -1.8821
C: 1.8421 -1.1609 -2.2381
C: 2.9142 -0.2934 -2.8932
H: 3.0381 -0.5711 -3.9376
H: 2.6474 0.7594 -2.8548
H: 3.8690 -0.4271 -2.3887
C: 1.6640 -0.8232 -0.7532
C: 1.0011 0.5303 -0.5160
H: 0.0126 0.5337 -0.9765
C: 0.8706 0.8879 0.9687
N: 0.1670 -0.0948 1.7648
C: -0.9092 0.2600 2.5642
N: -1.0353 -0.3566 3.6750
C: 0.0701 -1.2777 3.8021
H: 0.6196 -1.0656 4.7239
H: -0.3216 -2.2958 3.8704
C: 0.9279 -1.0750 2.5281
H: 1.9285 -0.6923 2.7616
H: 1.0376 -2.0042 1.9633
N: -1.7633 1.2690 2.1869
C: -2.3621 1.3807 0.9309
C: -2.2897 0.3646 -0.0185
C: -2.8791 0.5310 -1.2583
C: -3.5553 1.6992 -1.5657
C: -3.6510 2.7019 -0.6144
C: -3.0620 2.5472 0.6250
H: -3.1399 3.3274 1.3686
H: -4.1882 3.6115 -0.8399
H: -4.0142 1.8236 -2.5347
H: -2.8178 -0.2652 -1.9863
H: -1.7867 -0.5571 0.2290
H: -2.3080 1.6222 2.9612
H: 1.8770 1.0255 1.3894
H: 0.3387 1.8405 1.0485
H: 1.5886 1.3227 -0.9830
H: 1.0401 -1.5945 -0.2988
H: 2.6388 -0.8473 -0.2598
H: 0.8887 -0.9820 -2.7482

Molecular weight in g/mol: 245.4
Highest occupied orbital energy in eV: -8.08
Charge: 0
Structure (SMILES): CC(C)CCCN1CCN=C1Nc1ccccc1
Energy relative to the best compared isomer or geometry (same formula, charge and spin) in kcal per mole: 1.9

Calculated atomic charges, method Löwdin, unit e: atom 1 (C): -0.086, atom 2 (H): 0.073, atom 3 (H): 0.073, atom 4 (H): 0.080, atom 5 (C): -0.442, atom 6 (C): -0.079, atom 7 (H): 0.075, atom 8 (H): 0.066, atom 9 (H): 0.082, atom 10 (C): -0.195, atom 11 (C): -0.174, atom 12 (H): 0.093, atom 13 (C): -0.162, atom 14 (N): -0.066, atom 15 (C): -0.417, atom 16 (N): 0.082, atom 17 (C): -0.192, atom 18 (H): 0.102, atom 19 (H): 0.103, atom 20 (C): -0.129, atom 21 (H): 0.115, atom 22 (H): 0.104, atom 23 (N): 0.116, atom 24 (C): -0.251, atom 25 (C): -0.045, atom 26 (C): -0.088, atom 27 (C): -0.101, atom 28 (C): -0.091, atom 29 (C): -0.031, atom 30 (H): 0.110, atom 31 (H): 0.102, atom 32 (H): 0.098, atom 33 (H): 0.105, atom 34 (H): 0.113, atom 35 (H): 0.148, atom 36 (H): 0.122, atom 37 (H): 0.121, atom 38 (H): 0.108, atom 39 (H): 0.102, atom 40 (H): 0.123, atom 41 (H): 0.134

Record 2
Density functional theory data (wB97M-V/def2-TZVPD) for one molecule with the formula C15H23N3OS.

Atoms and positions in Å:
C: -2.1432 2.4056 -1.1711
C: -0.6559 2.3125 -1.3322
C: -0.0108 1.0880 -1.2634
C: 1.3709 0.9945 -1.3888
C: 2.1358 2.1422 -1.6271
C: 1.4794 3.3606 -1.7025
C: 0.1079 3.4524 -1.5481
H: -0.3755 4.4162 -1.6067
H: 2.0559 4.2565 -1.8825
C: 3.6206 2.0396 -1.7974
H: 3.8651 1.5534 -2.7432
H: 4.0608 1.4485 -0.9950
H: 4.0746 3.0269 -1.7970
N: 2.0236 -0.2469 -1.3270
C: 1.5983 -1.4023 -0.7283
N: 0.9863 -1.3621 0.4702
C: 0.5656 -2.6093 1.0846
C: -0.4061 -2.3159 2.2423
N: -1.2106 -1.1347 2.0060
C: -0.3629 0.0455 1.9489
C: 1.0487 -0.2571 1.4006
H: 1.7129 -0.5468 2.2257
H: 1.4681 0.6257 0.9225
H: -0.8453 0.8084 1.3371
H: -0.2632 0.4425 2.9663
C: -2.1589 -1.2706 0.9159
H: -2.6347 -0.2970 0.7754
C: -3.2619 -2.2836 1.2507
O: -2.8886 -3.6278 1.0698
H: -2.6350 -3.7636 0.1493
H: -3.5287 -2.1888 2.3048
H: -4.1471 -2.0547 0.6400
H: -1.6890 -1.5657 -0.0388
H: -1.0632 -3.1724 2.3872
H: 0.1456 -2.1484 3.1708
H: 1.4371 -3.1697 1.4464
H: 0.0863 -3.2211 0.3167
S: 1.9243 -2.8397 -1.4929
H: 2.6644 -0.4295 -2.0895
H: -0.5839 0.1834 -1.1284
H: -2.3925 2.7192 -0.1563
H: -2.5583 3.1413 -1.8565
H: -2.6169 1.4448 -1.3585

Molecular weight in g/mol: 293.4
Highest occupied orbital energy in eV: -7.98
Charge: 0
Structure (SMILES): Cc1ccc(C)c(NC(=S)N2CCN(CCO)CC2)c1
Energy relative to the best compared isomer or geometry (same formula, charge and spin) in kcal per mole: 25.5

Calculated atomic charges, method Löwdin, unit e: atom 1 (C): -0.049, atom 2 (C): -0.275, atom 3 (C): 0.006, atom 4 (C): -0.224, atom 5 (C): -0.221, atom 6 (C): -0.037, atom 7 (C): -0.046, atom 8 (H): 0.111, atom 9 (H): 0.111, atom 10 (C): -0.042, atom 11 (H): 0.086, atom 12 (H): 0.083, atom 13 (H): 0.077, atom 14 (N): 0.044, atom 15 (C): -0.825, atom 16 (N): -0.114, atom 17 (C): -0.182, atom 18 (C): -0.153, atom 19 (N): -0.160, atom 20 (C): -0.145, atom 21 (C): -0.109, atom 22 (H): 0.130, atom 23 (H): 0.116, atom 24 (H): 0.101, atom 25 (H): 0.120, atom 26 (C): -0.183, atom 27 (H): 0.116, atom 28 (C): -0.243, atom 29 (O): -0.074, atom 30 (H): 0.092, atom 31 (H): 0.125, atom 32 (H): 0.115, atom 33 (H): 0.118, atom 34 (H): 0.112, atom 35 (H): 0.122, atom 36 (H): 0.122, atom 37 (H): 0.073, atom 38 (S): 0.646, atom 39 (H): 0.111, atom 40 (H): 0.110, atom 41 (H): 0.083, atom 42 (H): 0.079, atom 43 (H): 0.073

Record 3
Density functional theory data (wB97M-V/def2-TZVPD) for C15H23N4O6S2Yb as an isolated structure in a non-equilibrium geometry.

Atoms and positions in Å:
Yb: 0.2622 0.6468 -0.3164
C: -1.4871 -1.4210 1.5899
C: -2.5653 -1.1751 0.5291
O: -2.1389 -0.0530 -0.2506
C: -2.7997 0.0630 -1.5150
C: -1.9583 -0.6286 -2.5905
O: -0.6485 -0.0646 -2.4718
C: 0.3318 -0.6404 -3.3351
C: 0.9766 -1.8492 -2.6498
O: 1.3311 -1.4201 -1.3250
C: 1.4657 -2.4763 -0.3717
C: 0.1417 -2.6858 0.3634
O: -0.1909 -1.4389 0.9877
H: -1.6872 -2.3526 2.1309
H: -1.4727 -0.5850 2.2953
H: -3.5267 -0.9603 1.0104
H: -2.6855 -2.0618 -0.1034
H: -2.8508 1.1335 -1.7433
H: -3.8115 -0.3513 -1.4729
H: -2.3749 -0.4315 -3.5856
H: -1.9320 -1.7155 -2.4297
H: 1.0918 0.1353 -3.4835
H: -0.1047 -0.9124 -4.3001
H: 1.8720 -2.1536 -3.2039
H: 0.2806 -2.6943 -2.6092
H: 2.2327 -2.1476 0.3353
H: 1.7936 -3.4043 -0.8486
H: 0.2413 -3.4752 1.1151
H: -0.6426 -2.9718 -0.3477
N: 3.8740 -0.2035 0.1440
C: 3.3053 0.3342 1.2450
N: 2.0477 0.7210 1.2787
C: 1.7153 1.2192 2.5326
C: 2.7205 1.1597 3.4474
S: 4.1473 0.4892 2.7596
C: 0.4027 1.8148 2.7082
C: -0.0973 2.4280 3.8166
S: -1.6447 3.1131 3.5037
C: -1.5393 2.5241 1.8706
N: -0.4412 1.8476 1.6065
N: -2.5224 2.7061 0.9636
H: 3.4845 0.0609 -0.7545
H: 4.8727 -0.3399 0.1643
H: 2.6975 1.4756 4.4686
H: 0.3491 2.5299 4.7836
H: -3.2690 3.3356 1.2176
H: -2.2171 2.7633 -0.0020
O: -0.3729 2.4917 -1.2603
C: 0.7504 2.5547 -1.8045
O: 1.6104 1.6641 -1.6261
H: 0.9828 3.4017 -2.4679

Molecular weight in g/mol: 592.5
Spin multiplicity: 2
Highest occupied orbital energy (spin up / spin down) in eV: -13.51 / -13.51
Charge: +2
Energy relative to the best compared isomer or geometry (same formula, charge and spin) in kcal per mole: 0.0

Calculated atomic charges, method Löwdin, unit e: atom 1 (Yb): 1.768, atom 2 (C): -0.131, atom 3 (C): -0.130, atom 4 (O): -0.250, atom 5 (C): -0.128, atom 6 (C): -0.120, atom 7 (O): -0.249, atom 8 (C): -0.128, atom 9 (C): -0.120, atom 10 (O): -0.238, atom 11 (C): -0.138, atom 12 (C): -0.128, atom 13 (O): -0.235, atom 14 (H): 0.152, atom 15 (H): 0.129, atom 16 (H): 0.153, atom 17 (H): 0.132, atom 18 (H): 0.135, atom 19 (H): 0.151, atom 20 (H): 0.154, atom 21 (H): 0.136, atom 22 (H): 0.132, atom 23 (H): 0.152, atom 24 (H): 0.152, atom 25 (H): 0.135, atom 26 (H): 0.120, atom 27 (H): 0.151, atom 28 (H): 0.153, atom 29 (H): 0.130, atom 30 (N): 0.122, atom 31 (C): -0.660, atom 32 (N): -0.026, atom 33 (C): -0.325, atom 34 (C): -0.311, atom 35 (S): 1.141, atom 36 (C): -0.329, atom 37 (C): -0.311, atom 38 (S): 1.139, atom 39 (C): -0.659, atom 40 (N): -0.035, atom 41 (N): 0.127, atom 42 (H): 0.101, atom 43 (H): 0.118, atom 44 (H): 0.087, atom 45 (H): 0.086, atom 46 (H): 0.117, atom 47 (H): 0.083, atom 48 (O): -0.112, atom 49 (C): -0.445, atom 50 (O): -0.114, atom 51 (H): 0.166

Record 4
Density functional theory data (wB97M-V/def2-TZVPD) for one molecule with the formula C15H23N5O3 in a non-equilibrium geometry.

Atoms and positions in Å:
C: -2.2193 -0.0387 1.5463
C: -1.3178 -1.0588 0.9166
C: -2.8369 0.7981 0.4358
C: -3.6871 -0.0180 -0.4647
C: -3.1036 -0.3541 -1.8448
C: -1.1391 0.9074 -2.3846
C: 1.1058 -1.3254 0.3924
C: 1.0800 -2.8919 0.7090
C: 2.3584 -0.8441 1.1395
C: 2.4107 0.7192 0.8044
C: 2.7894 1.6156 1.6978
C: 2.4011 1.0224 -0.5457
C: 2.9876 2.9298 1.2124
C: 2.7326 2.2531 -1.0542
C: 3.0704 3.2647 -0.1556
H: -2.2101 1.3483 3.1053
H: -1.1250 0.2586 3.2712
H: -3.0468 -0.8395 1.8879
H: -2.0205 1.4273 0.0468
H: -3.5775 1.4593 0.9016
H: -3.9766 -0.9817 0.0471
H: -4.6444 0.4547 -0.6966
H: -2.3681 -1.0924 -1.7468
H: -3.8627 -0.8454 -2.4947
H: -2.7865 1.6868 -2.6045
H: -0.3658 -0.9445 -1.2923
H: 0.4660 1.9973 -2.9172
H: -0.5391 1.7976 -4.1599
H: 0.2772 0.0002 1.6496
H: 1.1605 -1.2005 -0.7053
H: 2.3034 -1.2267 2.2144
H: 3.1840 -1.4402 0.7669
H: 2.8768 1.3752 2.8127
H: 2.4100 0.2123 -1.2245
H: 3.0330 3.8313 1.8047
H: 2.9430 1.9968 -2.1479
H: 3.2905 4.2921 -0.3914
H: 0.0981 -3.3190 -0.9217
N: -1.4798 0.8243 2.5511
N: -2.4042 0.7207 -2.5380
N: -0.4309 0.1471 -1.5095
N: -0.5276 1.8894 -3.1757
N: -0.0115 -0.7239 1.1095
O: -1.8312 -2.0222 0.3001
O: 1.2748 -3.3202 1.7586
O: 0.8898 -3.6734 -0.3954

Molecular weight in g/mol: 321.4
Highest occupied orbital energy in eV: -7.87
Charge: 0
Structure (SMILES): [H]/N=C(/N)NCCC[C@H](N)C(=O)N[C@@H](Cc1ccccc1)C(=O)O
Energy relative to the best compared isomer or geometry (same formula, charge and spin) in kcal per mole: 121.9

Calculated atomic charges, method Löwdin, unit e: atom 1 (C): -0.299, atom 2 (C): -0.437, atom 3 (C): -0.181, atom 4 (C): -0.188, atom 5 (C): -0.168, atom 6 (C): -0.548, atom 7 (C): -0.245, atom 8 (C): -0.510, atom 9 (C): -0.055, atom 10 (C): -0.233, atom 11 (C): -0.056, atom 12 (C): -0.096, atom 13 (C): -0.072, atom 14 (C): -0.091, atom 15 (C): -0.077, atom 16 (H): 0.105, atom 17 (H): 0.049, atom 18 (H): 0.187, atom 19 (H): 0.121, atom 20 (H): 0.116, atom 21 (H): 0.128, atom 22 (H): 0.106, atom 23 (H): 0.063, atom 24 (H): 0.130, atom 25 (H): 0.168, atom 26 (H): 0.088, atom 27 (H): 0.080, atom 28 (H): 0.075, atom 29 (H): 0.072, atom 30 (H): 0.103, atom 31 (H): 0.145, atom 32 (H): 0.122, atom 33 (H): 0.143, atom 34 (H): 0.093, atom 35 (H): 0.093, atom 36 (H): 0.130, atom 37 (H): 0.093, atom 38 (H): 0.139, atom 39 (N): 0.057, atom 40 (N): 0.039, atom 41 (N): 0.077, atom 42 (N): 0.123, atom 43 (N): 0.134, atom 44 (O): 0.026, atom 45 (O): 0.176, atom 46 (O): 0.071

Please write out number 2 again, unchanged.
Density functional theory data (wB97M-V/def2-TZVPD) for one molecule with the formula C15H23N3OS.

Atoms and positions in Å:
C: -2.1432 2.4056 -1.1711
C: -0.6559 2.3125 -1.3322
C: -0.0108 1.0880 -1.2634
C: 1.3709 0.9945 -1.3888
C: 2.1358 2.1422 -1.6271
C: 1.4794 3.3606 -1.7025
C: 0.1079 3.4524 -1.5481
H: -0.3755 4.4162 -1.6067
H: 2.0559 4.2565 -1.8825
C: 3.6206 2.0396 -1.7974
H: 3.8651 1.5534 -2.7432
H: 4.0608 1.4485 -0.9950
H: 4.0746 3.0269 -1.7970
N: 2.0236 -0.2469 -1.3270
C: 1.5983 -1.4023 -0.7283
N: 0.9863 -1.3621 0.4702
C: 0.5656 -2.6093 1.0846
C: -0.4061 -2.3159 2.2423
N: -1.2106 -1.1347 2.0060
C: -0.3629 0.0455 1.9489
C: 1.0487 -0.2571 1.4006
H: 1.7129 -0.5468 2.2257
H: 1.4681 0.6257 0.9225
H: -0.8453 0.8084 1.3371
H: -0.2632 0.4425 2.9663
C: -2.1589 -1.2706 0.9159
H: -2.6347 -0.2970 0.7754
C: -3.2619 -2.2836 1.2507
O: -2.8886 -3.6278 1.0698
H: -2.6350 -3.7636 0.1493
H: -3.5287 -2.1888 2.3048
H: -4.1471 -2.0547 0.6400
H: -1.6890 -1.5657 -0.0388
H: -1.0632 -3.1724 2.3872
H: 0.1456 -2.1484 3.1708
H: 1.4371 -3.1697 1.4464
H: 0.0863 -3.2211 0.3167
S: 1.9243 -2.8397 -1.4929
H: 2.6644 -0.4295 -2.0895
H: -0.5839 0.1834 -1.1284
H: -2.3925 2.7192 -0.1563
H: -2.5583 3.1413 -1.8565
H: -2.6169 1.4448 -1.3585

Molecular weight in g/mol: 293.4
Highest occupied orbital energy in eV: -7.98
Charge: 0
Structure (SMILES): Cc1ccc(C)c(NC(=S)N2CCN(CCO)CC2)c1
Energy relative to the best compared isomer or geometry (same formula, charge and spin) in kcal per mole: 25.5

Calculated atomic charges, method Löwdin, unit e: atom 1 (C): -0.049, atom 2 (C): -0.275, atom 3 (C): 0.006, atom 4 (C): -0.224, atom 5 (C): -0.221, atom 6 (C): -0.037, atom 7 (C): -0.046, atom 8 (H): 0.111, atom 9 (H): 0.111, atom 10 (C): -0.042, atom 11 (H): 0.086, atom 12 (H): 0.083, atom 13 (H): 0.077, atom 14 (N): 0.044, atom 15 (C): -0.825, atom 16 (N): -0.114, atom 17 (C): -0.182, atom 18 (C): -0.153, atom 19 (N): -0.160, atom 20 (C): -0.145, atom 21 (C): -0.109, atom 22 (H): 0.130, atom 23 (H): 0.116, atom 24 (H): 0.101, atom 25 (H): 0.120, atom 26 (C): -0.183, atom 27 (H): 0.116, atom 28 (C): -0.243, atom 29 (O): -0.074, atom 30 (H): 0.092, atom 31 (H): 0.125, atom 32 (H): 0.115, atom 33 (H): 0.118, atom 34 (H): 0.112, atom 35 (H): 0.122, atom 36 (H): 0.122, atom 37 (H): 0.073, atom 38 (S): 0.646, atom 39 (H): 0.111, atom 40 (H): 0.110, atom 41 (H): 0.083, atom 42 (H): 0.079, atom 43 (H): 0.073

Question: Among the records above, which one has the lowest molecular weight?
Answer: C15H23N3

Question: Which value of charge does entry 2 give?
Answer: 0

Copy entry 2 word for word.
Density functional theory data (wB97M-V/def2-TZVPD) for one molecule with the formula C15H23N3OS.

Atoms and positions in Å:
C: -2.1432 2.4056 -1.1711
C: -0.6559 2.3125 -1.3322
C: -0.0108 1.0880 -1.2634
C: 1.3709 0.9945 -1.3888
C: 2.1358 2.1422 -1.6271
C: 1.4794 3.3606 -1.7025
C: 0.1079 3.4524 -1.5481
H: -0.3755 4.4162 -1.6067
H: 2.0559 4.2565 -1.8825
C: 3.6206 2.0396 -1.7974
H: 3.8651 1.5534 -2.7432
H: 4.0608 1.4485 -0.9950
H: 4.0746 3.0269 -1.7970
N: 2.0236 -0.2469 -1.3270
C: 1.5983 -1.4023 -0.7283
N: 0.9863 -1.3621 0.4702
C: 0.5656 -2.6093 1.0846
C: -0.4061 -2.3159 2.2423
N: -1.2106 -1.1347 2.0060
C: -0.3629 0.0455 1.9489
C: 1.0487 -0.2571 1.4006
H: 1.7129 -0.5468 2.2257
H: 1.4681 0.6257 0.9225
H: -0.8453 0.8084 1.3371
H: -0.2632 0.4425 2.9663
C: -2.1589 -1.2706 0.9159
H: -2.6347 -0.2970 0.7754
C: -3.2619 -2.2836 1.2507
O: -2.8886 -3.6278 1.0698
H: -2.6350 -3.7636 0.1493
H: -3.5287 -2.1888 2.3048
H: -4.1471 -2.0547 0.6400
H: -1.6890 -1.5657 -0.0388
H: -1.0632 -3.1724 2.3872
H: 0.1456 -2.1484 3.1708
H: 1.4371 -3.1697 1.4464
H: 0.0863 -3.2211 0.3167
S: 1.9243 -2.8397 -1.4929
H: 2.6644 -0.4295 -2.0895
H: -0.5839 0.1834 -1.1284
H: -2.3925 2.7192 -0.1563
H: -2.5583 3.1413 -1.8565
H: -2.6169 1.4448 -1.3585

Molecular weight in g/mol: 293.4
Highest occupied orbital energy in eV: -7.98
Charge: 0
Structure (SMILES): Cc1ccc(C)c(NC(=S)N2CCN(CCO)CC2)c1
Energy relative to the best compared isomer or geometry (same formula, charge and spin) in kcal per mole: 25.5

Calculated atomic charges, method Löwdin, unit e: atom 1 (C): -0.049, atom 2 (C): -0.275, atom 3 (C): 0.006, atom 4 (C): -0.224, atom 5 (C): -0.221, atom 6 (C): -0.037, atom 7 (C): -0.046, atom 8 (H): 0.111, atom 9 (H): 0.111, atom 10 (C): -0.042, atom 11 (H): 0.086, atom 12 (H): 0.083, atom 13 (H): 0.077, atom 14 (N): 0.044, atom 15 (C): -0.825, atom 16 (N): -0.114, atom 17 (C): -0.182, atom 18 (C): -0.153, atom 19 (N): -0.160, atom 20 (C): -0.145, atom 21 (C): -0.109, atom 22 (H): 0.130, atom 23 (H): 0.116, atom 24 (H): 0.101, atom 25 (H): 0.120, atom 26 (C): -0.183, atom 27 (H): 0.116, atom 28 (C): -0.243, atom 29 (O): -0.074, atom 30 (H): 0.092, atom 31 (H): 0.125, atom 32 (H): 0.115, atom 33 (H): 0.118, atom 34 (H): 0.112, atom 35 (H): 0.122, atom 36 (H): 0.122, atom 37 (H): 0.073, atom 38 (S): 0.646, atom 39 (H): 0.111, atom 40 (H): 0.110, atom 41 (H): 0.083, atom 42 (H): 0.079, atom 43 (H): 0.073